Entry from the OMol25 dataset: a cluster of 6 separate species, C50H97BIN8O10PS2 in total (ωB97M-V/def2-TZVPD).

SMILES = CCOP(=O)(CCCc1c(C[C@H](C)I)cc(B(O)CC)c2c1Nc1ccc(CCSc3nnco3)c(CC)c1S2)OCC.COC[C@@H](C)N.COC[C@@H](C)N.COC[C@@H](C)N.COC[C@@H](C)N.COC[C@@H](C)N
Molar mass = 1203.20 g/mol
Highest occupied orbital energy = -8.345 eV

```
170
Properties=species:S:1:pos:R:3:forces:R:3:lowdin_charge:R:1
C -1.83241 0.64050 -2.71363 0.065 0.574 0.148 -0.047
C -0.85477 1.35475 -3.62103 -0.121 0.162 -0.160 -0.245
O -0.50825 2.63222 -3.02321 -0.138 -0.238 -0.123 -0.214
P 1.01462 2.85962 -2.63510 0.505 0.184 -0.297 0.454
O 1.98299 2.78173 -3.73973 -0.179 -0.016 0.184 -0.241
C 1.42073 1.65505 -1.36250 0.325 0.043 -0.106 -0.190
C 2.81474 1.96827 -0.77729 -0.004 0.176 -0.200 -0.214
C 2.81868 2.23721 0.72529 0.137 -0.159 -0.049 -0.117
C 2.33157 1.17234 1.69514 -0.093 0.026 -0.035 -0.075
C 1.67451 1.55761 2.87402 0.064 0.125 -0.059 -0.177
C 1.32658 2.98471 3.22667 0.063 0.082 0.180 -0.223
C -0.18236 3.25302 3.10662 -0.097 -0.529 0.107 -0.770
C -0.88486 2.53543 1.96233 0.053 0.130 0.058 -0.149
I -0.54972 5.35826 3.04731 -0.009 0.182 0.028 0.878
C 1.29228 0.60689 3.80289 -0.060 -0.276 -0.015 0.001
C 1.51322 -0.76265 3.65358 0.192 0.235 -0.054 -0.087
B 0.97510 -1.73234 4.76207 -0.298 0.049 0.170 -0.441
O 1.56594 -2.96914 4.96461 -0.025 0.120 -0.446 0.076
C -0.22366 -1.28992 5.69755 0.300 -0.285 0.198 -0.154
C -0.49982 -2.25139 6.85725 0.081 -0.084 -0.250 -0.116
C 2.20095 -1.13129 2.48526 -0.167 -0.072 0.165 -0.355
C 2.60297 -0.19419 1.53405 0.021 0.014 0.084 -0.186
N 3.35184 -0.66761 0.40720 0.151 0.224 -0.087 0.051
C 2.73541 -1.75933 -0.27693 0.043 0.088 -0.065 -0.260
C 2.57742 -1.73086 -1.64970 -0.052 0.114 -0.192 -0.010
C 1.99926 -2.81102 -2.27898 0.015 -0.121 -0.089 -0.029
C 1.58590 -3.93754 -1.57005 -0.121 -0.140 -0.134 -0.181
C 0.95839 -5.05327 -2.37878 -0.189 0.307 -0.069 -0.189
C -0.46474 -4.68457 -2.87011 0.320 0.121 -0.029 -0.418
S -1.71529 -5.76067 -2.11048 0.017 -0.259 0.165 1.001
C -2.83189 -4.56724 -1.54223 -0.122 0.145 -0.230 -0.722
N -3.23661 -3.50256 -2.14822 0.188 -0.146 0.003 0.058
N -4.12388 -2.88030 -1.28217 -0.067 0.140 0.042 0.059
C -4.19323 -3.62973 -0.24967 -0.240 0.142 0.231 -0.204
O -3.40076 -4.72380 -0.31669 -0.016 0.039 -0.182 0.016
C 1.74214 -3.98147 -0.18585 -0.122 -0.092 -0.022 -0.178
C 1.30786 -5.15645 0.65251 0.201 0.112 0.190 -0.209
C -0.03443 -4.92821 1.34614 0.033 -0.346 0.008 -0.074
C 2.31362 -2.86760 0.43427 0.133 0.108 0.152 -0.365
S 2.61587 -2.82499 2.17366 -0.081 -0.267 0.202 1.115
O 0.96761 4.30338 -1.97832 -0.171 -0.044 0.210 -0.188
C -0.08895 4.62922 -1.04745 -0.056 0.144 -0.040 -0.268
C -1.08893 5.59111 -1.67649 0.104 -0.212 -0.005 -0.052
H -2.83577 1.02100 -2.89116 -0.114 -0.135 0.004 0.068
H -1.56221 0.90846 -1.69032 -0.040 -0.297 0.094 0.072
H -1.79819 -0.43578 -2.83332 -0.097 -0.179 -0.061 0.070
H 0.04196 0.76406 -3.80888 0.126 0.052 0.070 0.105
H -1.28866 1.59772 -4.58802 -0.055 -0.099 -0.057 0.109
H 0.66489 1.54540 -0.58542 -0.113 -0.004 -0.053 0.084
H 1.47124 0.72818 -1.93552 -0.204 -0.180 0.227 0.068
H 3.51519 1.18340 -1.03038 -0.049 -0.084 0.023 0.088
H 3.19694 2.86831 -1.26361 0.069 0.068 0.102 0.103
H 2.25326 3.15536 0.88495 -0.028 -0.056 0.038 0.097
H 3.84911 2.46899 1.01217 0.041 0.098 0.012 0.135
H 1.58328 3.12727 4.27825 0.113 0.134 0.002 0.112
H 1.91588 3.71156 2.67581 -0.095 -0.011 -0.098 0.082
H -0.64642 2.92715 4.03589 -0.099 0.173 0.041 0.059
H -1.02657 1.48702 2.22601 0.105 -0.068 -0.042 0.086
H -0.28446 2.58258 1.05749 -0.057 0.031 -0.112 0.043
H -1.86691 2.96261 1.77362 -0.018 0.033 -0.064 0.065
H 0.78582 0.96031 4.69217 -0.006 -0.002 0.064 0.113
H 1.07238 -3.70388 4.58707 0.093 -0.194 0.245 0.108
H 0.02699 -0.30693 6.10623 -0.162 0.128 -0.038 0.093
H -1.12879 -1.16061 5.09696 -0.022 0.192 -0.074 0.111
H -1.24650 -1.85358 7.54142 -0.037 -0.021 0.062 0.068
H -0.85560 -3.21171 6.48050 -0.088 -0.027 0.052 0.070
H 0.41544 -2.46395 7.40820 -0.009 0.063 0.104 0.074
H 4.28281 -0.93853 0.71396 0.020 -0.019 0.013 0.145
H 2.91843 -0.87924 -2.22283 0.057 0.043 0.048 0.113
H 1.87440 -2.80172 -3.35495 0.034 0.030 -0.054 0.122
H 1.58851 -5.22118 -3.25152 0.023 -0.151 -0.004 0.116
H 0.90532 -5.97511 -1.81056 0.143 -0.124 -0.080 0.075
H -0.54292 -4.75107 -3.95206 -0.081 -0.127 -0.012 0.078
H -0.71156 -3.66461 -2.59515 -0.078 0.074 0.014 0.070
H -4.80314 -3.47387 0.62335 0.047 -0.115 0.048 0.135
H 2.07561 -5.32619 1.41066 -0.035 -0.105 0.043 0.096
H 1.27401 -6.06666 0.06064 -0.046 -0.023 -0.047 0.098
H -0.35080 -5.84475 1.84650 -0.032 -0.007 0.038 0.081
H 0.05275 -4.14957 2.10169 -0.083 0.169 -0.083 0.051
H -0.80957 -4.67084 0.62663 -0.024 0.121 0.012 0.051
H 0.39288 5.06429 -0.17372 0.027 -0.001 0.031 0.087
H -0.60365 3.72408 -0.73305 0.042 -0.123 -0.031 0.083
H -1.04653 5.47677 -2.75731 -0.035 0.056 -0.052 0.078
H -0.87348 6.62218 -1.41071 -0.002 0.087 -0.076 0.073
H -2.10051 5.34000 -1.36173 -0.041 0.103 0.085 0.077
C -5.88698 -6.35229 -1.86747 0.043 -0.053 0.063 -0.113
O -7.02385 -6.85960 -2.53142 0.033 0.060 0.000 -0.180
C -7.26653 -6.30294 -3.81087 -0.111 0.018 -0.076 -0.204
C -6.46541 -6.94509 -4.95079 0.132 -0.052 0.063 -0.434
C -5.00212 -6.51518 -4.99146 0.008 0.039 -0.047 -0.069
N -6.53377 -8.40813 -4.93801 -0.120 0.047 0.071 0.038
H -5.73713 -5.29013 -2.09357 0.022 -0.002 -0.010 0.080
H -4.98181 -6.90527 -2.13614 0.040 0.067 0.005 0.074
H -6.04683 -6.46557 -0.79487 -0.046 -0.016 -0.009 0.092
H -8.33033 -6.46561 -4.00093 0.006 -0.043 0.033 0.122
H -7.09908 -5.21806 -3.78559 0.034 -0.002 -0.018 0.121
H -6.93406 -6.60583 -5.87958 -0.037 0.031 0.003 0.135
H -4.41932 -6.99612 -4.20516 -0.010 0.000 0.018 0.056
H -4.55753 -6.80167 -5.94382 -0.005 -0.036 0.001 0.076
H -4.90135 -5.43387 -4.87837 0.001 -0.002 0.023 0.079
H -7.50060 -8.70597 -5.02556 0.020 -0.003 -0.072 0.071
H -6.24698 -8.72858 -4.01731 0.054 -0.016 -0.023 0.069
C 0.14717 3.24331 9.52665 0.037 -0.050 -0.034 -0.106
O 0.03508 3.28205 8.11753 0.022 -0.020 0.041 -0.194
C -0.90059 4.20983 7.60424 -0.085 0.008 -0.122 -0.208
C -0.36845 5.63902 7.43597 0.086 0.034 0.132 -0.440
C -0.27218 6.42404 8.73952 -0.045 0.021 0.008 -0.067
N 0.92703 5.67580 6.75558 -0.109 -0.214 -0.016 0.046
H -0.82278 3.41035 10.00507 -0.006 0.016 0.015 0.090
H 0.86106 3.98055 9.90243 -0.041 0.031 0.018 0.076
H 0.50507 2.25067 9.79732 0.000 -0.002 -0.009 0.087
H -1.16678 3.83155 6.61233 0.024 -0.010 -0.001 0.111
H -1.81397 4.20159 8.21417 0.012 0.035 0.020 0.120
H -1.08850 6.15286 6.79119 -0.026 -0.021 -0.019 0.128
H 0.57330 6.09459 9.34419 0.003 -0.033 -0.001 0.065
H -0.12500 7.48188 8.52591 0.034 -0.003 -0.016 0.076
H -1.18128 6.31891 9.33481 0.005 -0.011 0.003 0.078
H 0.82126 5.22834 5.84955 0.069 0.154 -0.124 0.004
H 1.56355 5.07140 7.26884 0.041 0.064 0.033 0.071
C 6.07081 5.11866 -7.60075 0.022 0.028 -0.073 -0.110
O 5.45807 4.50798 -8.71869 0.022 0.046 0.051 -0.191
C 4.73425 3.32342 -8.44570 -0.032 -0.128 -0.072 -0.213
C 3.29225 3.54593 -7.97223 0.003 0.149 0.069 -0.434
C 3.18428 3.99684 -6.52084 -0.010 0.011 -0.025 -0.074
N 2.56081 4.48380 -8.83028 0.083 -0.070 -0.084 0.036
H 6.43188 4.36978 -6.88910 -0.006 -0.002 0.025 0.089
H 5.39379 5.80150 -7.08208 -0.002 -0.035 0.042 0.074
H 6.92145 5.69153 -7.96941 -0.002 -0.006 -0.009 0.085
H 4.70730 2.77746 -9.39303 0.009 0.043 -0.017 0.119
H 5.28592 2.70499 -7.72503 -0.032 0.007 0.035 0.118
H 2.79240 2.57521 -8.05370 0.028 -0.035 -0.012 0.134
H 3.47188 5.04304 -6.40393 0.026 0.002 -0.036 0.067
H 2.16223 3.89965 -6.16379 -0.016 0.000 0.000 0.062
H 3.81179 3.39246 -5.86559 -0.006 -0.002 0.018 0.075
H 2.54035 4.13031 -9.78227 -0.050 -0.023 0.023 0.067
H 3.10115 5.34252 -8.88553 -0.040 0.030 0.046 0.067
C 5.40204 -3.39339 8.92382 -0.074 0.010 0.010 -0.109
O 4.63698 -2.59370 8.04551 0.022 -0.053 0.042 -0.188
C 5.37488 -1.85248 7.09432 -0.017 0.140 -0.077 -0.207
C 5.73853 -2.62382 5.81800 -0.009 -0.102 0.016 -0.431
C 6.89044 -3.60607 6.00241 0.054 0.021 -0.026 -0.070
N 4.59581 -3.32811 5.24050 0.099 -0.001 0.138 0.056
H 6.34930 -2.90769 9.17877 0.022 -0.010 -0.002 0.089
H 5.61067 -4.38132 8.50513 0.051 0.014 -0.004 0.075
H 4.81961 -3.52444 9.83523 -0.006 0.006 -0.003 0.086
H 4.72748 -1.01698 6.81382 -0.032 -0.027 0.013 0.121
H 6.27324 -1.42875 7.56408 0.027 -0.029 -0.023 0.118
H 6.06119 -1.87115 5.09066 -0.001 0.048 0.023 0.135
H 6.57325 -4.49538 6.54768 -0.021 0.007 0.019 0.064
H 7.25655 -3.93573 5.03076 -0.031 -0.019 -0.010 0.074
H 7.72149 -3.14970 6.54411 -0.010 -0.003 0.011 0.077
H 3.85047 -2.68128 5.01143 0.006 0.028 -0.084 0.033
H 4.19483 -3.91481 5.96708 -0.016 -0.055 -0.044 0.074
C -3.46932 3.57617 -5.73845 0.118 -0.171 -0.017 -0.095
O -4.07028 2.74919 -4.75751 0.107 0.099 -0.026 -0.205
C -5.43105 3.01439 -4.48430 -0.087 -0.044 0.145 -0.209
C -6.41884 2.33342 -5.44021 0.057 -0.025 -0.121 -0.437
C -6.52224 3.00623 -6.80453 -0.049 0.025 -0.007 -0.070
N -6.12812 0.91037 -5.62933 0.056 0.041 0.137 0.040
H -3.85841 4.59787 -5.70804 -0.060 -0.010 0.029 0.092
H -3.60914 3.16684 -6.74198 -0.026 0.097 -0.034 0.078
H -2.39957 3.60621 -5.53139 -0.006 0.013 0.040 0.081
H -5.60666 2.61883 -3.47992 0.038 -0.013 -0.002 0.121
H -5.60339 4.09815 -4.44366 -0.028 -0.001 -0.061 0.120
H -7.40118 2.40365 -4.96246 0.001 0.022 0.037 0.134
H -5.65034 2.79334 -7.42314 0.026 -0.001 0.016 0.065
H -7.39633 2.63414 -7.33755 0.014 -0.034 -0.002 0.075
H -6.61679 4.08930 -6.70672 0.015 0.001 0.003 0.078
H -6.16651 0.43106 -4.73459 -0.073 -0.016 -0.025 0.071
H -5.15993 0.82365 -5.92579 -0.022 -0.008 -0.064 0.069
```
Positions in Å, forces in eV/Å.